[1]
DFT (wB97M-V/def2-TZVPD) results for a 16-piece molecular cluster, C45H127N5O16 overall in a non-equilibrium geometry.

* E: -3268.129585 Eh
* ΔE to the lowest compared entry with this formula, charge and spin: 0.0 kcal per mole
* highest occupied orbital energy: -0.343 Ha
* orbital gap: 9.7 eV
* E_LUMO: 0.40 eV
* max |F|: 2.91 eV/Å

Last column: Löwdin charge in e.
CARTESIAN COORDINATES (ANGSTROEM)
C 5.02 -2.41 1.12  -0.0299
C 4.15 -3.51 1.72  -0.4465
C 3.87 -4.72 0.80  -0.0447
O 4.90 -3.99 2.90  -0.0783
H 5.93 -2.83 0.73  0.0787
H 5.25 -1.66 1.86  0.0542
H 4.52 -1.90 0.31  0.0705
H 3.14 -3.11 1.99  0.0913
H 3.34 -5.57 1.32  0.0947
H 4.82 -5.04 0.44  0.0659
H 3.23 -4.38 0.03  0.0439
H 4.48 -4.80 3.21  0.0774
C 4.56 1.73 -4.46  -0.0301
C 4.10 0.56 -3.50  -0.4088
C 3.40 1.12 -2.31  -0.0736
O 3.09 -0.25 -4.24  -0.1074
H 3.65 2.24 -4.87  0.0793
H 5.08 1.24 -5.28  0.0732
H 5.29 2.30 -3.95  0.0598
H 4.97 -0.02 -3.26  0.1227
H 2.96 0.35 -1.68  0.0657
H 2.58 1.79 -2.67  0.0728
H 4.04 1.63 -1.58  0.0796
H 2.84 -0.90 -3.58  -0.0021
C 4.91 3.27 2.28  -0.0524
C 4.29 1.92 2.66  -0.4760
C 3.15 1.43 1.80  -0.0431
O 5.32 0.91 2.55  -0.0869
H 4.27 4.10 2.57  0.0700
H 5.16 3.32 1.18  0.0951
H 5.86 3.37 2.81  0.0724
H 3.95 2.04 3.74  0.1356
H 2.22 2.01 1.90  0.0539
H 3.00 0.40 2.07  0.0626
H 3.47 1.54 0.76  0.0663
H 5.08 0.21 3.15  0.0030
C -0.29 1.32 4.22  -0.0426
C -0.08 2.83 4.42  -0.4774
C -0.44 3.31 5.79  -0.0572
O 1.32 3.19 4.19  -0.0630
H 0.26 0.79 4.99  0.0640
H 0.11 1.07 3.23  0.0664
H -1.36 1.06 4.26  0.0917
H -0.75 3.28 3.68  0.1179
H -1.52 3.22 5.97  0.0811
H -0.21 4.40 5.79  0.0912
H 0.12 2.80 6.58  0.0735
H 1.49 3.36 3.27  0.0292
C 0.31 5.92 -0.43  -0.0429
C 0.26 4.48 0.12  -0.4705
C 1.40 3.69 -0.36  -0.0776
O 0.33 4.37 1.57  -0.0538
H 0.33 5.84 -1.52  0.0729
H 1.15 6.51 -0.02  0.0917
H -0.61 6.48 -0.19  0.0689
H -0.71 4.06 -0.21  0.1215
H 1.30 2.66 0.03  0.0717
H 2.35 4.03 0.00  0.0815
H 1.49 3.61 -1.46  0.0811
H -0.42 4.85 1.94  0.0756
C -0.29 2.14 -3.58  -0.0786
C 0.03 1.83 -5.00  -0.4913
C -0.64 2.83 -5.94  -0.0401
O 1.44 1.90 -5.19  -0.0614
H 0.41 1.61 -2.90  0.0670
H -1.33 1.84 -3.37  0.0613
H -0.15 3.24 -3.31  0.1042
H -0.41 0.83 -5.27  0.1267
H -1.70 2.63 -5.95  0.0647
H -0.29 2.72 -6.97  0.0864
H -0.48 3.83 -5.64  0.0652
H 1.85 1.11 -4.79  0.0398
C -3.40 3.88 -2.25  -0.0244
C -3.58 5.36 -2.05  -0.5412
C -3.56 6.18 -3.24  -0.0489
O -4.81 5.52 -1.30  -0.0670
H -2.47 3.61 -2.77  0.0705
H -4.30 3.57 -2.82  0.0920
H -3.43 3.45 -1.24  0.0663
H -2.79 5.68 -1.35  0.1235
H -2.59 6.00 -3.72  0.0978
H -3.68 7.22 -3.05  0.0785
H -4.34 5.79 -3.86  0.0917
H -4.96 6.50 -1.32  0.1168
C -4.24 5.81 2.09  -0.1621
O -3.44 4.82 1.48  -0.1484
H -4.11 5.73 3.19  0.0873
H -3.94 6.80 1.75  0.0727
H -5.29 5.62 1.78  0.0867
H -3.75 4.79 0.57  0.0302
C -2.88 -4.64 -3.71  -0.1095
O -2.70 -3.71 -2.61  -0.1872
H -3.94 -4.86 -3.97  0.0899
H -2.36 -4.12 -4.49  0.0449
H -2.32 -5.50 -3.38  0.0708
H -2.74 -2.82 -2.98  0.0097
C -4.90 0.62 -0.18  -0.0932
O -5.09 0.27 -1.58  -0.1461
H -5.86 0.81 0.27  0.0788
H -4.44 -0.22 0.38  0.0845
H -4.31 1.52 -0.17  0.0413
H -4.95 -0.66 -1.69  0.0531
C -4.42 -3.06 1.61  -0.1559
O -4.84 -2.37 2.80  -0.1228
H -3.84 -3.97 1.78  0.0722
H -5.29 -3.46 1.10  0.0767
H -3.85 -2.44 0.93  0.0483
H -4.05 -2.18 3.33  0.0535
C 0.50 -2.44 -4.20  -0.0480
C 1.68 -3.24 -3.69  -0.4269
C 2.64 -3.73 -4.73  -0.2002
O 1.94 -4.50 -5.70  -0.1678
C 2.78 -5.22 -6.51  -0.1632
N 2.45 -2.48 -2.66  0.0544
H -0.10 -3.05 -4.88  0.0840
H 0.86 -1.62 -4.83  0.0868
H -0.09 -2.11 -3.38  0.0354
H 1.18 -4.14 -3.27  0.1384
H 3.45 -4.33 -4.27  0.1341
H 3.10 -2.83 -5.17  0.1319
H 3.51 -4.58 -7.06  0.1029
H 2.22 -5.83 -7.24  0.0907
H 3.38 -5.99 -6.01  0.0828
H 3.23 -3.04 -2.29  0.0984
H 1.77 -2.26 -1.93  0.0556
C 2.28 -1.87 4.69  -0.0427
C 3.19 -0.77 5.21  -0.4246
C 3.18 -0.71 6.71  -0.1878
O 3.91 0.43 7.21  -0.1756
C 3.06 1.55 7.17  -0.1152
N 4.56 -0.92 4.64  0.0771
H 2.23 -1.63 3.61  0.0717
H 1.30 -1.77 5.09  0.0558
H 2.74 -2.86 4.82  0.0891
H 2.80 0.17 4.80  0.1093
H 3.71 -1.62 6.97  0.1276
H 2.15 -0.72 7.10  0.1268
H 2.65 1.78 6.19  0.0631
H 3.71 2.34 7.57  0.1023
H 2.18 1.39 7.79  0.0793
H 4.72 -1.92 4.66  0.0706
H 5.22 -0.45 5.24  0.0876
C -2.23 -4.94 6.40  -0.0511
C -1.88 -3.50 6.06  -0.4677
C -1.11 -3.44 4.79  -0.2304
O -0.07 -4.41 4.91  -0.2330
C 0.49 -5.00 3.72  -0.0668
N -3.02 -2.60 5.88  0.0441
H -1.39 -5.52 6.74  0.0750
H -2.70 -5.38 5.50  0.0924
H -3.01 -4.89 7.18  0.0803
H -1.23 -3.13 6.86  0.1480
H -0.69 -2.47 4.45  0.1160
H -1.79 -3.73 3.95  0.1210
H 0.93 -5.98 4.03  0.1014
H 1.27 -4.29 3.34  0.0591
H -0.37 -5.08 3.02  0.0854
H -3.36 -2.48 6.81  0.0638
H -3.83 -3.14 5.49  0.0876
C 0.70 -2.17 1.14  -0.0455
C -0.54 -2.27 0.25  -0.4151
C -0.89 -0.97 -0.42  -0.2279
O -1.26 -0.04 0.54  -0.1640
C -1.61 1.19 -0.04  -0.0989
N -0.38 -3.32 -0.76  0.0695
H 0.57 -1.32 1.79  0.0644
H 1.67 -1.98 0.63  0.0830
H 0.77 -3.06 1.75  0.0421
H -1.39 -2.51 0.92  0.1277
H -1.76 -1.11 -1.08  0.1107
H -0.09 -0.61 -1.04  0.1208
H -0.76 1.69 -0.45  0.0557
H -1.95 1.90 0.73  0.1041
H -2.38 1.00 -0.82  0.0704
H -1.29 -3.54 -1.15  0.0395
H -0.05 -4.21 -0.37  0.0890
C -2.78 -1.27 -5.98  -0.0283
C -3.22 -0.42 -4.80  -0.4132
C -4.74 -0.53 -4.60  -0.1704
O -5.37 0.41 -5.47  -0.1792
C -5.46 1.69 -4.90  -0.1062
N -2.57 -0.88 -3.58  0.0617
H -1.81 -0.94 -6.30  0.0593
H -3.37 -1.15 -6.85  0.0732
H -2.64 -2.33 -5.66  0.0767
H -3.05 0.64 -5.00  0.1162
H -5.04 -0.21 -3.59  0.0807
H -5.13 -1.54 -4.76  0.1371
H -6.05 1.60 -4.00  0.0847
H -5.86 2.37 -5.65  0.0988
H -4.52 2.09 -4.59  0.0517
H -2.92 -0.27 -2.81  0.0693
H -1.59 -0.60 -3.65  0.0549

[2]
DFT (wB97M-V/def2-TZVPD) results for C45H24AuCl4N5S as an isolated structure.

* E: -4377.652596 Eh
* highest occupied orbital energy: -0.255 Ha
* orbital gap: 4.9 eV
* E_LUMO: -1.98 eV
* max |F|: 0.40 eV/Å

Last column: Löwdin charge in e.
CARTESIAN COORDINATES (ANGSTROEM)
Au 0.40 0.13 0.13  1.4541
Cl 6.15 -6.65 3.26  0.6693
C 5.08 -5.42 2.65  -0.6691
C 4.81 -4.30 3.42  -0.0929
C 3.95 -3.33 2.92  -0.0195
C 3.37 -3.47 1.67  -0.2182
C 3.66 -4.60 0.91  -0.0263
C 4.51 -5.58 1.39  -0.0933
C 2.44 -2.42 1.16  -0.0855
C 1.19 -2.35 1.67  -0.2162
C 0.63 -3.30 2.63  0.0293
C -0.65 -2.97 2.85  0.0302
C -0.95 -1.77 2.06  -0.2070
C -2.13 -1.10 2.10  -0.0834
C -3.25 -1.64 2.91  -0.2182
C -3.63 -1.05 4.11  -0.0249
C -4.67 -1.56 4.87  -0.0935
C -5.34 -2.69 4.43  -0.6687
Cl -6.64 -3.34 5.37  0.6676
C -4.98 -3.30 3.24  -0.0927
C -3.95 -2.77 2.48  -0.0196
C -2.32 0.14 1.42  -0.2234
N -1.42 0.75 0.66  -0.0649
C -2.03 1.94 0.06  -0.8268
C -1.06 3.13 0.14  -0.3218
C -0.34 3.32 1.50  -0.1532
C 0.94 3.86 1.54  -0.0120
C 1.59 4.03 2.75  -0.0887
C 0.96 3.66 3.93  -0.6658
Cl 1.78 3.86 5.44  0.6660
C -0.32 3.13 3.90  -0.0848
C -0.97 2.97 2.69  -0.0062
C -0.04 2.90 -0.95  -0.3268
C 0.33 3.78 -1.98  -0.0006
C 1.34 3.16 -2.68  0.0326
C 1.60 1.92 -2.04  -0.2150
N 0.71 1.80 -0.96  -0.0145
C 2.64 1.07 -2.29  -0.0519
C 2.96 -0.05 -1.51  -0.2342
C 4.15 -0.80 -1.59  0.0138
C 4.13 -1.73 -0.59  -0.0005
C 2.90 -1.57 0.10  -0.2164
N 2.21 -0.54 -0.45  -0.0317
C 3.54 1.37 -3.44  -0.2101
C 4.45 2.42 -3.35  -0.0209
C 5.29 2.71 -4.41  -0.0902
C 5.22 1.94 -5.57  -0.6662
Cl 6.27 2.30 -6.90  0.6745
C 4.32 0.90 -5.67  -0.0892
C 3.48 0.61 -4.60  -0.0098
C -3.35 2.00 0.69  -0.1157
C -3.54 0.91 1.46  -0.0141
N 0.19 -1.44 1.35  -0.0469
H 5.26 -4.20 4.40  0.1076
H 3.73 -2.45 3.52  0.1269
H 3.21 -4.72 -0.07  0.1285
H 4.73 -6.46 0.81  0.1076
H 1.18 -4.12 3.06  0.1227
H -1.35 -3.46 3.49  0.1211
H -3.10 -0.17 4.46  0.1235
H -4.96 -1.09 5.80  0.1074
H -5.52 -4.18 2.90  0.1075
H -3.67 -3.24 1.54  0.1280
H 1.44 4.15 0.63  0.1219
H 2.59 4.45 2.78  0.1080
H -0.80 2.85 4.83  0.1074
H -1.97 2.56 2.68  0.1087
H -0.14 4.73 -2.18  0.1201
H 1.86 3.53 -3.54  0.1225
H 4.93 -0.63 -2.32  0.1217
H 4.87 -2.47 -0.35  0.1124
H 4.50 3.02 -2.45  0.1294
H 6.01 3.52 -4.35  0.1086
H 4.27 0.31 -6.58  0.1090
H 2.78 -0.20 -4.67  0.1305
H -4.04 2.81 0.49  0.1212
H -4.44 0.60 1.97  0.1174
S -2.57 1.66 -1.68  0.5483
C -1.81 4.37 -0.14  -0.1806
N -2.37 5.36 -0.27  0.2063

[3]
DFT (wB97M-V/def2-TZVPD) results for C45H30CoGeN8 as an isolated structure.

* E: -5630.464379 Eh
* highest occupied orbital energy: -0.398 Ha
* orbital gap: 6.3 eV
* E_LUMO: -4.55 eV
* max |F|: 0.77 eV/Å
* net charge: +1

Last column: Löwdin charge in e.
CARTESIAN COORDINATES (ANGSTROEM)
Co -1.09 -0.41 0.28  0.4704
C 3.61 -4.10 2.85  -0.0469
C 3.14 -5.03 1.92  -0.0521
C 2.15 -4.70 1.00  0.0068
C 1.66 -3.41 1.05  -0.1131
C 0.63 -2.74 0.27  -0.2269
N -0.01 -3.37 -0.74  0.2353
C -1.13 -2.92 -1.20  -0.2196
C -1.88 -3.57 -2.28  -0.0966
C -1.60 -4.66 -3.07  0.0140
C -2.56 -5.02 -4.01  -0.0443
C -3.75 -4.31 -4.14  -0.0443
C -4.03 -3.21 -3.33  0.0148
C -3.07 -2.86 -2.41  -0.0970
C -3.01 -1.78 -1.41  -0.2241
N -4.00 -0.93 -1.24  0.2296
C -3.87 0.08 -0.39  -0.2152
N -2.76 0.48 0.25  0.0914
C -3.04 1.68 0.90  -0.2122
N -2.23 2.45 1.52  0.2372
C -0.91 2.11 1.69  -0.2362
N -0.33 0.99 1.35  0.0931
C 1.09 1.07 1.76  -0.4158
N 1.68 -0.11 2.22  0.1792
C 1.40 -1.23 1.70  -0.2621
N 0.46 -1.48 0.66  0.1262
C 2.12 -2.48 1.97  -0.1001
C 3.11 -2.80 2.88  0.0061
C 1.13 2.26 2.66  -0.1958
C 2.09 2.72 3.56  -0.0402
C 1.85 3.92 4.19  -0.0498
C 0.68 4.67 3.95  -0.0594
C -0.29 4.18 3.10  0.0014
C -0.05 2.96 2.48  -0.1186
C -4.47 1.99 0.71  -0.0968
C -5.26 3.02 1.17  0.0138
C -6.60 3.01 0.79  -0.0446
C -7.11 2.01 -0.03  -0.0465
C -6.31 0.97 -0.50  0.0125
C -4.98 0.99 -0.10  -0.1013
N -1.84 -1.83 -0.73  0.0864
H 4.37 -4.39 3.55  0.1120
H 3.55 -6.03 1.93  0.1101
H 1.78 -5.42 0.28  0.1184
H -0.68 -5.22 -2.96  0.1218
H -2.38 -5.87 -4.66  0.1129
H -4.47 -4.62 -4.88  0.1129
H -4.95 -2.66 -3.42  0.1217
H 3.47 -2.07 3.60  0.1235
H 2.99 2.15 3.75  0.1163
H 2.57 4.31 4.90  0.1117
H 0.54 5.61 4.46  0.1089
H -1.22 4.70 2.94  0.1165
H -4.85 3.80 1.80  0.1218
H -7.25 3.80 1.13  0.1127
H -8.16 2.04 -0.31  0.1122
H -6.69 0.19 -1.13  0.1203
Ge 2.52 1.66 0.36  1.1282
C 3.68 0.11 0.19  -0.3131
C 3.47 -0.88 -0.77  -0.1153
C 4.33 -1.96 -0.86  -0.0730
C 5.42 -2.06 -0.01  -0.0746
C 5.64 -1.07 0.94  -0.0751
C 4.77 0.01 1.05  -0.1107
C 1.91 2.51 -1.27  -0.3335
C 1.56 3.86 -1.14  -0.1180
C 1.15 4.59 -2.24  -0.0718
C 1.10 3.99 -3.49  -0.0711
C 1.46 2.66 -3.64  -0.0699
C 1.86 1.92 -2.53  -0.1311
H 3.14 2.77 1.20  0.0332
H 2.61 -0.83 -1.44  0.0855
H 4.15 -2.73 -1.60  0.1102
H 6.09 -2.90 -0.08  0.1091
H 6.49 -1.14 1.61  0.1091
H 4.94 0.76 1.80  0.0981
H 1.60 4.34 -0.17  0.0948
H 0.88 5.63 -2.13  0.1079
H 0.79 4.56 -4.36  0.1083
H 1.44 2.20 -4.62  0.1091
H 2.15 0.89 -2.67  0.0873
C -0.65 0.43 -1.37  -0.0250
H -0.18 1.39 -1.17  0.0070
H -1.56 0.57 -1.94  0.0431
H 0.03 -0.24 -1.90  0.0389

[4]
DFT (wB97M-V/def2-TZVPD) results for C45H36ClF6N3O8PS3Sr as an isolated structure in a non-equilibrium geometry.

* E: -5128.828007 Eh
* ΔE to the lowest compared entry with this formula, charge and spin: 20.3 kcal per mole
* highest occupied orbital energy: -0.189 Ha
* orbital gap: 7.0 eV
* E_LUMO: 1.90 eV
* max |F|: 1.17 eV/Å
* net charge: -1

Last column: Löwdin charge in e.
CARTESIAN COORDINATES (ANGSTROEM)
Sr -0.41 1.55 0.60  1.3558
F -3.04 5.39 2.75  0.1381
C -1.79 5.20 2.33  -0.6679
F -1.03 6.21 2.75  0.1365
F -1.79 5.20 0.99  0.1301
S -1.09 3.62 2.99  0.5896
O 0.15 3.50 2.25  -0.3641
O -1.08 3.76 4.40  -0.2322
N -2.18 2.64 2.37  -0.3765
S -2.71 1.24 2.86  0.5830
O -2.79 1.02 4.26  -0.2278
O -2.22 0.21 1.97  -0.3972
C -4.48 1.41 2.34  -0.6629
F -4.60 1.43 1.01  0.1175
F -5.03 2.52 2.83  0.1367
F -5.16 0.35 2.80  0.1363
Cl -0.24 -2.32 1.79  0.8439
C -1.69 -2.79 0.99  -0.6414
C -2.67 -3.47 1.70  -0.0958
C -3.84 -3.83 1.06  -0.0825
C -4.04 -3.51 -0.27  -0.0845
C -3.06 -2.82 -0.97  -0.0706
C -1.86 -2.44 -0.36  -0.3784
P -0.60 -1.38 -1.15  1.0964
C 0.76 -2.53 -1.55  -0.3731
C 0.80 -3.87 -1.17  -0.0863
C 1.89 -4.66 -1.53  -0.0788
C 2.93 -4.13 -2.27  -0.1203
C 2.89 -2.79 -2.65  -0.1148
C 1.82 -1.99 -2.29  -0.1245
C -1.36 -1.12 -2.80  -0.3698
C -1.23 -1.99 -3.88  -0.0824
C -1.86 -1.71 -5.09  -0.0845
C -2.62 -0.56 -5.23  -0.0897
C -2.76 0.32 -4.16  -0.0709
C -2.12 0.03 -2.96  -0.0978
H -2.49 -3.70 2.74  0.1083
H -4.61 -4.36 1.62  0.1022
H -4.96 -3.78 -0.77  0.0996
H -3.23 -2.56 -2.01  0.0989
H -0.01 -4.29 -0.60  0.1014
H 1.91 -5.70 -1.23  0.1046
H 3.77 -4.75 -2.55  0.1099
H 3.71 -2.36 -3.22  0.1181
H 1.81 -0.95 -2.57  0.0963
H -0.64 -2.89 -3.78  0.1070
H -1.75 -2.40 -5.92  0.0992
H -3.10 -0.34 -6.18  0.0980
H -3.34 1.22 -4.26  0.1041
H -2.22 0.73 -2.13  0.0797
C 3.61 0.91 -2.16  -0.1286
C 3.26 1.35 -3.43  -0.1179
C 2.04 1.98 -3.62  -0.0697
C 1.18 2.18 -2.53  -0.2382
C 1.47 1.69 -1.24  -0.1759
C 2.72 1.05 -1.11  -0.1700
C -0.09 2.93 -2.72  -0.2143
C -0.28 3.74 -3.89  0.0008
C -1.44 4.40 -4.10  -0.0100
C -2.49 4.29 -3.15  -0.1688
C -3.75 4.91 -3.31  -0.0430
C -4.72 4.75 -2.36  -0.0839
C -4.46 3.97 -1.22  -0.0637
C -3.25 3.37 -1.05  -0.0328
C -2.22 3.51 -2.01  -0.2268
N -1.04 2.86 -1.80  0.0852
H 4.57 0.43 -2.01  0.0904
H 3.93 1.20 -4.27  0.0901
H 1.78 2.30 -4.62  0.0873
H 2.99 0.65 -0.14  0.0711
H 0.54 3.84 -4.59  0.0970
H -1.58 5.02 -4.98  0.1150
H -3.92 5.51 -4.20  0.1085
H -5.69 5.22 -2.49  0.0986
H -5.23 3.84 -0.47  0.1062
H -3.06 2.79 -0.15  0.0731
C 3.77 -2.14 -0.21  -0.0431
C 3.86 -2.30 1.28  -0.2192
C 4.96 -1.84 2.00  -0.0288
C 4.99 -1.92 3.39  -0.0683
C 3.91 -2.48 4.06  -0.3063
C 2.84 -3.00 3.35  -0.0672
C 2.81 -2.91 1.97  -0.0635
S 3.78 -2.33 5.81  0.6169
O 5.09 -2.33 6.40  -0.3099
O 2.78 -3.28 6.22  -0.2949
N 3.17 -0.83 6.06  -0.1349
C 1.98 -0.46 5.29  -0.1994
C 2.37 0.27 4.01  -0.0870
C 1.20 0.48 3.06  -0.7083
O 0.12 0.88 3.54  -0.0571
O 1.41 0.26 1.84  -0.1816
H 4.63 -1.60 -0.60  0.0887
H 2.87 -1.58 -0.48  0.0634
H 3.71 -3.11 -0.71  0.0570
H 5.78 -1.37 1.47  0.1099
H 5.83 -1.53 3.95  0.1138
H 2.01 -3.44 3.89  0.1092
H 1.95 -3.28 1.42  0.0491
H 3.90 -0.14 6.08  0.1118
H 1.31 0.16 5.89  0.1234
H 1.44 -1.38 5.08  0.1127
H 3.12 -0.29 3.46  0.0847
H 2.78 1.25 4.25  0.1324

Q: Look up the highest occupied orbital energy of the second one.
A: -0.255 Ha